(1)
Here is the ion C11H25B2BrClFNO8P2S with charge -1 in a non-equilibrium geometry from OMol25. Energies are from ωB97M-V/def2-TZVPD.

Last column: natural (NBO) charge in e.
Atoms and positions in Å:
C -1.5885 -3.7714 -1.0524  -0.644
C -1.8843 -2.5553 -2.1312  -0.434
C -0.6859 -1.4404 -2.0278  -0.497
Br -0.7160 -0.4304 -3.7839  -0.080
B -0.7065 -0.4838 -0.7003  0.595
P -2.4810 -0.1195 -0.1090  0.446
C -3.6036 0.5576 -1.4940  -0.922
C -3.2710 -1.5443 0.8772  -0.934
O -0.1358 0.9086 -0.7768  -0.767
C 0.8981 1.2780 0.2495  0.307
C 0.0882 1.9888 1.4742  -0.450
C -0.6126 1.0486 2.5907  -0.441
C -1.8734 1.9200 3.2406  -0.363
Cl -3.5172 1.0756 3.1075  -0.086
C 1.9818 2.4576 -0.1264  -0.824
P 2.4163 2.7050 -1.9437  2.209
O 2.6452 4.2879 -2.1618  -1.125
O 4.0097 2.0006 -2.2978  -0.976
O 1.2287 2.2361 -3.1174  -0.919
C 1.5198 -0.2479 0.4206  -0.223
B 2.4470 -0.5638 1.7856  1.099
N 2.4476 -1.9275 2.4981  -1.086
O 3.2880 0.4884 2.4091  -0.941
S 2.7888 -0.8414 -0.8801  2.081
O 2.8196 -2.4123 -0.7263  -0.876
O 2.3835 -0.5607 -2.3348  -0.796
F 4.3497 -0.3002 -0.4213  -0.501
O 0.2945 -1.0970 0.2332  -0.695
H -0.6707 -4.4111 -1.4242  0.210
H -1.2809 -3.3495 0.0200  0.220
H -2.4931 -4.4928 -0.8771  0.203
H -2.9721 -2.1332 -2.1033  0.211
H -1.7639 -3.0609 -3.2069  0.207
H 0.3186 -2.0838 -1.9586  0.237
H -3.0755 1.4096 -2.1423  0.261
H -4.5076 1.1166 -0.9517  0.218
H -4.0942 -0.2670 -2.1722  0.198
H -3.6959 -2.3259 0.0963  0.201
H -2.4368 -2.0675 1.5090  0.239
H -4.2056 -1.1938 1.5254  0.224
H 0.7273 2.7899 2.0897  0.200
H -0.7793 2.6372 0.9708  0.259
H 0.1654 0.9398 3.4904  0.195
H -0.8958 -0.0372 2.2837  0.269
H -1.9562 3.0126 2.7834  0.215
H -1.6611 2.0933 4.4011  0.206
H 2.9898 2.1825 0.4500  0.282
H 1.6849 3.5331 0.2992  0.298
H 4.7231 2.5053 -1.7901  0.501
H 1.1603 2.9946 -3.7681  0.514
H 3.2062 -1.8676 3.2422  0.360
H 2.7748 -2.6913 1.8674  0.417
H 4.2076 0.1104 2.5646  0.498

Force components x, y, z for each atom (eV/Å):
C 0.4 0.3 0.7
C 0.9 -1.2 -1.0
C 0.4 -2.4 -0.6
Br 0.0 -0.5 0.8
B 1.8 0.6 -0.9
P -1.6 1.5 2.3
C -1.5 0.4 -0.5
C -1.4 -1.2 -1.0
O 2.2 2.0 0.4
C -1.6 -0.3 -1.2
C -0.8 0.3 0.9
C 0.3 0.7 1.3
C 1.3 0.6 0.9
Cl 1.3 0.8 0.3
C 0.4 -1.0 0.6
P 1.7 5.7 -3.2
O -0.9 -5.2 1.0
O -2.1 1.0 1.4
O 2.6 0.9 2.0
C -2.9 0.3 2.0
B 0.5 -1.0 2.2
N 2.5 2.1 -1.1
O -0.2 -2.2 -1.6
S -1.6 -6.2 -5.6
O 0.7 5.9 0.6
O 2.1 0.6 5.2
F -2.2 -0.4 -0.5
O 3.7 1.0 1.6
H -1.8 1.3 0.7
H -0.7 -0.8 -2.4
H 1.6 1.4 -0.5
H 2.2 -0.6 0.3
H -0.4 1.1 2.2
H -2.0 1.4 -0.8
H -0.9 -2.2 1.4
H 1.9 -1.2 -1.1
H 1.0 1.7 0.9
H 0.8 1.1 1.8
H -1.7 1.1 -1.0
H 2.3 -0.7 -1.2
H -1.0 -1.9 -1.4
H 2.0 -1.7 0.6
H -1.6 0.1 -1.9
H 0.3 2.3 0.2
H 0.0 -2.6 0.7
H -0.7 -0.6 -2.5
H -2.1 0.5 -1.4
H 0.4 -2.5 -1.4
H -1.8 -0.6 -0.9
H 0.5 -0.9 1.3
H -1.4 -0.1 -1.0
H -1.0 0.6 0.4
H -1.9 0.6 -0.1

Calculated values
frontier orbital gap: 0.2020 Eh
charge: -1
energy: -145730.027 eV
HOMO level: -3.6 eV
2S+1: 1


(2)
Here is a structure of composition C11H25BBaO in a non-equilibrium geometry from OMol25. Energies are from ωB97M-V/def2-TZVPD.

Last column: Mulliken charge in e.
Atoms and positions in Å:
C -0.6954 4.3362 2.6374  -1.113
C -1.6737 4.1850 1.4659  -0.450
C -1.5193 2.8841 0.6421  -0.432
C -2.7766 2.0129 0.6932  -0.753
C -2.7926 0.8268 -0.2762  -1.014
C -1.4732 0.0592 -0.3268  -0.128
C -1.5244 -1.1330 -1.2932  -0.703
B -0.4114 -2.1774 -1.2057  -0.057
C 0.6021 -2.5129 -0.1099  -0.375
C 1.5999 -3.6663 -0.2839  -0.807
C 3.0401 -3.1968 -0.0885  -0.835
O 3.1791 -2.2285 -1.1924  -0.175
C 4.4810 -1.6217 -1.3126  -0.812
H 0.0575 5.1152 2.4853  0.263
H -0.1531 3.4018 2.8243  0.339
H -1.1861 4.6016 3.5781  0.289
H -1.5846 5.0452 0.7982  0.378
H -2.7008 4.2209 1.8454  0.345
H -0.6539 2.3221 1.0167  0.164
H -1.2853 3.1387 -0.4027  0.272
H -3.6350 2.6556 0.4728  0.439
H -2.9247 1.6529 1.7195  0.273
H -3.0575 1.1819 -1.2827  0.367
H -3.5890 0.1258 0.0059  0.368
H -1.2060 -0.3036 0.6755  0.307
H -0.6738 0.7445 -0.6310  0.307
H -1.7257 -0.7796 -2.3189  0.408
H -2.4283 -1.7599 -1.0927  0.219
H -0.1761 -2.7794 -2.2477  -0.166
H -0.0100 -2.6524 0.7979  0.450
H 1.1428 -1.5690 0.0796  0.443
H 1.7360 -4.0273 -1.3183  0.105
H 1.2568 -4.5337 0.2805  0.480
H 3.2552 -2.7400 0.8815  0.421
H 3.7668 -4.0011 -0.2411  0.475
H 4.3228 -0.5933 -1.6480  0.303
H 4.9919 -1.6087 -0.3488  0.288
H 5.1110 -2.1539 -2.0329  0.310
Ba 1.3135 -2.4718 -3.2459  1.808

Force components x, y, z for each atom (eV/Å):
C 0.3 0.0 0.4
C -0.2 0.0 0.0
C 0.1 0.2 -0.1
C 0.0 0.1 0.1
C -0.1 0.0 0.0
C 0.0 -0.1 0.2
C 0.0 0.3 -0.2
B -1.2 -0.1 0.3
C 0.3 0.2 0.2
C 0.5 0.1 -0.1
C 0.1 0.0 -0.3
O -0.1 -0.5 0.2
C 0.2 0.2 0.0
H -0.1 -0.1 -0.2
H -0.1 0.1 0.0
H -0.1 -0.1 -0.2
H 0.0 -0.1 0.1
H 0.1 0.0 0.0
H -0.1 0.1 0.0
H -0.1 -0.1 0.1
H 0.0 -0.2 0.0
H 0.1 0.0 -0.1
H 0.2 -0.1 0.1
H 0.0 0.1 0.0
H -0.1 0.1 -0.1
H 0.0 -0.2 0.0
H 0.0 -0.1 0.1
H 0.2 0.1 0.0
H -3.8 -0.8 2.5
H 0.2 0.1 -0.1
H -0.1 -0.1 0.2
H -0.8 -0.5 0.0
H 0.5 0.0 0.1
H -0.2 0.3 -0.2
H -0.2 0.0 0.0
H 0.1 -0.1 0.1
H -0.1 0.1 -0.1
H -0.2 -0.1 0.1
Ba 4.7 1.0 -3.0

Calculated values
frontier orbital gap: 0.2533 Eh
charge: +2
energy: -15212.675 eV
HOMO level: -14.9 eV
relative energy (zero: lowest compared OMol25 entry of this formula, charge and spin): 0.0 kcal/mol
2S+1: 1


(3)
Here is a cluster of 3 separate species, C11H25BO9 in total in a non-equilibrium geometry from OMol25. Energies are from ωB97M-V/def2-TZVPD.

Last column: natural (NBO) charge in e.
Atoms and positions in Å:
C -3.4989 -2.5159 0.6352  -0.631
C -3.0520 -3.2991 -0.3723  0.226
O -1.8968 -3.1121 -1.0784  -0.503
C -1.2102 -1.9453 -0.8686  1.026
O -1.5765 -0.8823 -1.2555  -0.565
O -0.0174 -2.1681 -0.3016  -0.707
B 0.3535 -1.3454 0.7744  1.323
O -0.4357 -1.2958 1.8904  -0.914
O 1.5337 -0.6386 0.6858  -0.926
H -4.4620 -2.0318 0.5171  0.231
H -2.9537 -2.3352 1.5538  0.234
H -3.5393 -4.2117 -0.7019  0.188
H -0.6782 -0.3837 2.0827  0.511
H 1.4074 0.1147 0.0981  0.507
C 3.1583 -0.5565 3.6952  -0.254
O 3.6543 0.1948 4.7893  -0.552
C 3.0120 1.4480 4.9431  -0.087
C 1.9796 1.4218 6.0476  -0.088
O 0.8818 0.5852 5.7182  -0.554
C 0.9214 -0.6778 6.3560  -0.253
H 3.5763 -1.5592 3.7689  0.190
H 2.0680 -0.6258 3.7125  0.177
H 3.4745 -0.1121 2.7468  0.173
H 2.5452 1.7619 4.0035  0.171
H 3.7857 2.1791 5.1986  0.184
H 1.5853 2.4333 6.1875  0.182
H 2.4414 1.1054 6.9880  0.175
H 0.7047 -0.5787 7.4252  0.166
H 1.8923 -1.1627 6.2281  0.179
H 0.1531 -1.2989 5.8984  0.191
C 0.1773 0.7272 -6.9460  -0.253
O 0.3856 1.6627 -5.9053  -0.552
C -0.6160 2.6645 -5.8368  -0.088
C -1.6066 2.3933 -4.7268  -0.087
O -2.3849 1.2390 -4.9842  -0.554
C -1.9605 0.0987 -4.2522  -0.260
H 0.8824 -0.0890 -6.7976  0.190
H -0.8391 0.3260 -6.9291  0.179
H 0.3692 1.1845 -7.9230  0.165
H -1.1394 2.7547 -6.7939  0.174
H -0.1107 3.6144 -5.6352  0.181
H -2.2957 3.2413 -4.6560  0.181
H -1.0828 2.3018 -3.7696  0.173
H -2.2108 0.2029 -3.1969  0.190
H -0.8847 -0.0671 -4.3574  0.173
H -2.4912 -0.7624 -4.6563  0.187

Force components x, y, z for each atom (eV/Å):
C 0.1 -0.1 0.1
C -0.5 0.4 -0.1
O 1.0 -0.9 0.9
C 0.1 -0.2 0.1
O -0.1 0.0 0.2
O -0.2 -0.2 0.2
B 0.5 0.3 0.0
O -0.4 -0.1 -0.7
O -0.6 0.2 0.1
H -0.8 -1.4 0.8
H 0.8 1.3 -0.7
H -0.6 0.7 -1.1
H 0.3 0.0 0.6
H 0.5 -0.1 -0.3
C 0.1 0.0 0.0
O -0.1 0.0 0.0
C 0.2 0.0 0.1
C -0.2 0.1 -0.1
O 0.0 -0.1 0.0
C 0.0 0.0 0.0
H 0.0 0.0 0.0
H 0.0 0.0 0.0
H -0.1 0.0 0.0
H 0.0 0.0 0.0
H 0.0 0.0 0.0
H 0.0 0.0 0.0
H 0.0 0.0 0.0
H 0.0 0.0 0.0
H 0.0 0.0 0.0
H 0.0 0.0 0.0
C 0.0 0.0 0.0
O -0.1 -0.1 0.0
C 0.2 0.1 0.1
C -0.2 0.0 -0.1
O 0.1 -0.1 -0.1
C -0.1 0.1 -0.1
H 0.0 0.0 0.0
H 0.0 0.0 0.0
H 0.0 0.0 0.0
H 0.0 0.0 0.0
H 0.0 0.0 0.0
H 0.0 0.0 0.0
H 0.0 0.0 0.0
H 0.0 0.0 0.0
H 0.0 0.0 0.0
H 0.0 0.0 0.0

Calculated values
frontier orbital gap: 0.3157 Eh
SMILES: C=COC(=O)OB(O)O.COCCOC.COCCOC
energy: -30914.465 eV
HOMO level: -8.5 eV
relative energy (zero: lowest compared OMol25 entry of this formula, charge and spin): 57.5 kcal/mol
2S+1: 1